(1)
C16H19NO2S | ωB97M-V/def2-TZVPD

Calculated values
Energy relative to the best compared isomer or geometry (same formula, charge and spin) in kJ/mol: 23.2
HOMO-LUMO gap in eV: 9.23
Structure (SMILES): Cc1ccc(CCNS(=O)(=O)c2ccc(C)cc2)cc1
F_max in eV/Å: 1.0
Lowest unoccupied orbital energy in eV: 0.61
Highest occupied orbital energy in eV: -8.61
Total energy in eV: -33320.7751

XYZ file:
```
39
C16H19NO2S ωB97M-V/def2-TZVPD
C -6.40999 -0.76595 -0.32018
C -5.01011 -0.28537 -0.08025
C -4.62341 1.00003 -0.43284
C -3.33423 1.44171 -0.19256
C -2.40234 0.61059 0.41257
C -2.78514 -0.67672 0.76694
C -4.07209 -1.11641 0.52201
H -4.35694 -2.12062 0.80223
H -2.06255 -1.32989 1.23175
C -0.98894 1.06814 0.63877
H -0.57466 0.55868 1.50751
H -0.95740 2.14764 0.80144
C -0.11914 0.73746 -0.58094
N -0.04042 -0.69511 -0.77237
S 0.90832 -1.60847 0.25004
O 0.97559 -2.90583 -0.35382
O 0.40992 -1.49179 1.58761
C 2.52040 -0.83364 0.17260
C 2.88669 0.08914 1.13219
C 4.11726 0.71552 1.03514
C 4.98131 0.42267 -0.01535
C 4.59164 -0.51485 -0.96808
C 3.36143 -1.14118 -0.87881
H 3.04710 -1.87957 -1.59980
H 5.25891 -0.75417 -1.78302
C 6.32244 1.08201 -0.10433
H 7.06672 0.47168 0.40764
H 6.63444 1.19143 -1.14007
H 6.30772 2.06069 0.36863
H 4.41201 1.43795 1.78203
H 2.20933 0.29145 1.94675
H 0.10870 -0.99353 -1.72161
H -0.57088 1.17281 -1.47601
H 0.88444 1.17353 -0.45146
H -3.05267 2.44728 -0.47518
H -5.33745 1.66336 -0.90131
H -6.40808 -1.79242 -0.68138
H -6.97833 -0.74091 0.61015
H -6.91961 -0.13735 -1.04662
```

---

(2)
C16H19NO5 | ωB97M-V/def2-TZVPD

Calculated values
Energy relative to the best compared isomer or geometry (same formula, charge and spin) in kJ/mol: 133.3
HOMO-LUMO gap in eV: 9.40
Structure (SMILES): COc1ccc(C(=O)NCC(=O)O[C@H]2CCCCC2=O)cc1
F_max in eV/Å: 0.5
Lowest unoccupied orbital energy in eV: 0.66
Highest occupied orbital energy in eV: -8.74
Total energy in eV: -28628.7465

XYZ file:
```
41
C16H19NO5 ωB97M-V/def2-TZVPD
C 4.52960 2.89567 3.28928
H 5.40025 2.74455 2.64337
O 3.95155 1.67103 3.67291
C 3.46185 0.84767 2.71088
C 2.91329 -0.35692 3.16017
C 2.38997 -1.25784 2.26337
C 2.38144 -0.98488 0.89447
C 2.93964 0.20793 0.45079
C 3.47715 1.11696 1.34516
H 3.90995 2.02907 0.96498
H 2.99214 0.43461 -0.60414
C 1.79914 -2.01261 -0.00760
O 1.70705 -3.18417 0.30860
N 1.39779 -1.56464 -1.22944
H 1.30107 -0.57442 -1.38721
C 0.68688 -2.43020 -2.13058
C -0.77512 -2.05419 -2.28367
O -1.47594 -2.39847 -3.19746
O -1.19134 -1.30066 -1.26033
C -2.49811 -0.75448 -1.38178
C -2.99503 -0.30817 -0.00706
C -4.36601 0.34651 -0.13957
C -4.30307 1.54197 -1.08465
H -5.29177 1.99186 -1.18736
H -3.63189 2.29830 -0.67241
C -3.79392 1.12034 -2.46799
C -2.45658 0.44483 -2.32643
O -1.43957 0.81154 -2.85154
H -3.69541 1.98392 -3.12663
H -4.49438 0.41285 -2.91637
H -4.70697 0.67284 0.84404
H -5.08412 -0.38382 -0.51870
H -3.03700 -1.17353 0.65563
H -2.27397 0.39860 0.40860
H -3.16651 -1.51367 -1.81149
H 1.14442 -2.43654 -3.12523
H 0.74654 -3.44204 -1.70980
H 1.97529 -2.19550 2.60041
H 2.91849 -0.55776 4.21967
H 4.84765 3.37327 4.21459
H 3.80558 3.54020 2.78052
```

---

(3)
C16H20BCl3O3Ru | ωB97M-V/def2-TZVPD

Calculated values
Expectation value of S²: 6.032
Total charge: -2
HOMO-LUMO gap (spin up / spin down) in eV: 3.71 / 4.58
F_max in eV/Å: 4.6
Lowest unoccupied orbital energy (spin up / spin down) in eV: 4.59 / 4.59
Spin multiplicity: 5
Highest occupied orbital energy (spin up / spin down) in eV: 0.89 / 0.02
Total energy in eV: -63885.8556

XYZ file:
```
44
C16H20BCl3O3Ru ωB97M-V/def2-TZVPD
C 1.36927 1.38393 0.49226
C 0.28898 2.28936 0.81161
C -0.35646 2.65445 -0.40069
C -0.07319 2.70820 2.14841
C 0.26683 1.95109 -1.47338
C 1.39785 1.20818 -0.95697
C 2.55006 0.74533 -1.75577
C 2.42427 0.97925 1.44081
C -1.54564 3.54157 -0.51195
C -0.13205 1.99637 -2.89487
Ru 0.06832 -0.27157 -0.20241
Cl -2.49102 1.88217 3.02752
Cl -0.54171 -1.32115 2.39623
Cl -2.06464 0.05850 -0.58886
H 0.59979 2.32028 2.90841
H -1.18292 2.23840 2.44200
H -0.22228 3.79990 2.23093
H -2.19245 3.42772 0.37063
H -2.13236 3.29764 -1.40882
H -1.24901 4.60077 -0.57503
H -1.20932 1.79871 -3.00865
H 0.43134 1.24303 -3.45723
H 0.07825 2.98237 -3.33972
H 2.22903 0.35195 -2.72497
H 3.11628 -0.03107 -1.23492
H 3.20509 1.60670 -1.93999
H 2.00342 0.77036 2.43356
H 3.14822 1.80951 1.54548
H 2.95024 0.08194 1.09188
O 1.40106 -1.62692 -0.46883
H 1.14419 -2.46077 -0.87382
O -2.17198 -2.61370 0.54703
B -0.89482 -2.47364 1.10685
O -0.10367 -3.64490 0.94055
C -1.03521 -4.57629 0.58566
C -0.94803 -5.94387 0.73099
C -2.12598 -6.70160 0.62660
C -3.34751 -6.09340 0.33074
C -3.42876 -4.70277 0.14319
C -2.27627 -3.96172 0.31777
H 0.00911 -6.42105 0.94024
H -2.09984 -7.78089 0.77975
H -4.25463 -6.69407 0.24423
H -4.35815 -4.20441 -0.11562
```

---

(4)
C16H20BrCoIN2OS3 | ωB97M-V/def2-TZVPD

Calculated values
Energy relative to the best compared isomer or geometry (same formula, charge and spin) in kJ/mol: 95.1
Total charge: +3
HOMO-LUMO gap (spin up / spin down) in eV: 5.17 / 5.17
F_max in eV/Å: 1.5
Lowest unoccupied orbital energy (spin up / spin down) in eV: -11.79 / -11.80
Highest occupied orbital energy (spin up / spin down) in eV: -16.96 / -16.96
Total energy in eV: -170193.5770

XYZ file:
```
45
C16H20BrCoIN2OS3 ωB97M-V/def2-TZVPD
Co -0.06970 0.05170 0.27659
C -0.02211 3.38480 -0.07281
C -1.04524 2.83121 -1.04110
S -1.76031 1.24416 -0.54241
C -2.80385 1.57246 0.90657
C -2.04025 1.82828 2.19083
S -0.83973 0.48175 2.38593
C 0.64232 1.24792 3.10113
C 1.19677 2.40609 2.29290
S 1.11196 2.06388 0.49733
H -0.48662 3.85447 0.78955
H 0.59889 4.13281 -0.56627
H -0.61143 2.62575 -2.02146
H -1.87424 3.52382 -1.20247
H -3.41399 0.67002 0.98753
H -3.48072 2.38931 0.64837
H -2.72118 1.79021 3.04249
H -1.53240 2.78794 2.20920
H 1.35423 0.42527 3.14605
H 0.41712 1.53110 4.13168
H 2.23901 2.58244 2.55753
H 0.65617 3.33383 2.46954
O 4.90857 -2.41355 -2.20778
C 3.82733 -1.79110 -1.80655
C 3.15353 -0.79674 -2.53718
C 2.03017 -0.22363 -2.00067
N 1.53287 -0.57738 -0.79742
C 2.20074 -1.51674 -0.12121
Br 1.41908 -1.86816 1.58654
C 3.32841 -2.15278 -0.53996
H 5.22558 -2.13748 -3.08104
H 3.50887 -0.47869 -3.50843
H 1.49520 0.54651 -2.54187
H 3.83546 -2.89664 0.05926
I -1.99641 -3.27227 -4.02169
C -1.94707 -2.88461 -1.99101
C -2.63393 -3.67240 -1.07032
C -2.55890 -3.35837 0.27830
C -1.80450 -2.27625 0.68233
N -1.14148 -1.51233 -0.20356
C -1.21530 -1.81123 -1.51262
H -3.21964 -4.51995 -1.40273
H -3.07718 -3.95295 1.01799
H -1.71597 -2.01843 1.72801
H -0.67013 -1.17403 -2.19511
```

---

(5)
C16H20Cl2N6O2S | ωB97M-V/def2-TZVPD

Calculated values
HOMO-LUMO gap in eV: 9.15
Structure (SMILES): CCNc1nc(NCC)nc(SCCOC(=O)Nc2ccc(Cl)cc2Cl)n1
F_max in eV/Å: 0.7
Lowest unoccupied orbital energy in eV: 0.66
Highest occupied orbital energy in eV: -8.49
Total energy in eV: -65835.1641

XYZ file:
```
47
C16H20Cl2N6O2S ωB97M-V/def2-TZVPD
C 3.62445 0.57621 0.40181
H 4.60814 0.83958 0.78338
H 2.97461 1.44353 0.46782
H 3.71911 0.28419 -0.63885
C 3.06328 -0.57170 1.22453
N 1.66331 -0.85912 0.98466
C 0.93582 -0.77841 -0.13805
N -0.25097 -1.39565 -0.06935
C -0.98780 -1.34369 -1.17383
N -2.19251 -1.92725 -1.19161
H -2.66175 -1.92490 -2.08407
C -2.70171 -2.76283 -0.13474
C -2.59609 -4.24619 -0.47850
H -3.16785 -4.47285 -1.37595
H -1.55725 -4.51574 -0.65067
H -2.98214 -4.84652 0.34064
H -3.74795 -2.49604 0.04719
H -2.11159 -2.53594 0.75465
N -0.62966 -0.70124 -2.30051
C 0.53670 -0.10071 -2.23245
N 1.36919 -0.10240 -1.20661
S 1.02873 0.76389 -3.68428
C 2.08220 2.05401 -2.93182
H 2.85189 2.31583 -3.65353
C 1.24058 3.27657 -2.57898
H 0.86186 3.76289 -3.47939
H 1.83688 3.97888 -1.98552
O 0.07619 2.90144 -1.85411
C 0.24373 2.58748 -0.55510
O 1.24653 2.79148 0.07721
N -0.92291 2.04781 -0.09257
C -1.13853 1.38153 1.10414
C -0.20211 1.35094 2.13447
C -0.44174 0.63076 3.28875
C -1.62996 -0.06638 3.43129
C -2.59195 -0.03395 2.43412
C -2.34162 0.69018 1.28497
Cl -3.54523 0.72997 0.04454
H -3.52191 -0.56692 2.54925
Cl -1.92810 -0.98594 4.86091
H 0.29471 0.61067 4.07603
H 0.72204 1.88957 2.01065
H -1.65826 1.95057 -0.78559
H 2.51873 1.60845 -2.03993
H 1.20820 -1.42399 1.68719
H 3.65778 -1.47840 1.03871
H 3.14494 -0.32966 2.28911
```

---

(6)
C16H20Cl4FMgN3O7 | ωB97M-V/def2-TZVPD

Calculated values
HOMO-LUMO gap in eV: 4.73
F_max in eV/Å: 5.9
Lowest unoccupied orbital energy in eV: -3.14
Highest occupied orbital energy in eV: -7.87
Total energy in eV: -93945.1714

XYZ file:
```
52
C16H20Cl4FMgN3O7 ωB97M-V/def2-TZVPD
C 2.57805 -1.14634 -0.50989
C 2.96706 -0.09280 -1.01095
C 2.92075 1.33318 -1.61558
C 2.26474 2.45003 -0.69249
C 1.15629 1.96459 0.33094
N -0.28182 2.21018 -0.08777
Cl -0.92299 3.49218 0.92454
C -0.47172 2.47431 -1.55209
F -0.08035 1.33103 -2.31874
C -1.97753 2.74030 -1.98712
C -2.66892 1.25254 -2.38042
C -4.30813 1.19390 -2.11831
O -3.19062 0.47823 -1.22808
C 0.46728 3.68762 -1.92671
N 1.88622 3.57254 -1.58875
H 2.21251 -2.13301 -0.08894
H 2.43510 1.37232 -2.63288
H 4.00776 1.64934 -1.77533
H 3.11987 2.85230 -0.04985
H 1.22742 0.88935 0.67063
H 1.30916 2.57879 1.27945
H -0.86109 1.37779 0.16006
H -2.09457 3.29416 -2.95983
H -2.65589 3.10530 -1.16948
H -2.25273 0.68283 -3.31579
H -4.73282 1.63400 -1.17735
H -4.57847 0.20761 -2.58642
H 0.36407 3.85184 -3.07991
H 0.05680 4.65414 -1.42175
H 2.34286 4.45388 -1.34719
O 4.69945 -5.15193 -0.01879
Cl 3.35262 -5.37714 0.42005
O 2.54481 -4.14639 0.11648
O 3.32627 -5.62703 1.82813
O 2.77883 -6.48094 -0.29053
Mg 0.27645 5.79061 -3.08203
C -2.36139 -0.52320 2.21433
C -1.57961 -0.82416 3.32403
C -0.93449 -2.05474 3.40995
C -1.07906 -2.97231 2.37523
C -1.86349 -2.67963 1.26543
C -2.50658 -1.45148 1.18725
N -0.38625 -4.26833 2.43982
O 0.26584 -4.51753 3.43036
O -0.51596 -5.02520 1.48771
H -2.85997 0.44096 2.14746
H -1.46780 -0.09789 4.12219
H -0.31688 -2.27689 4.28150
H -1.98211 -3.39328 0.45860
H -3.11778 -1.21521 0.32612
Cl 1.62804 -2.26964 4.05833
Cl 1.86080 -3.29078 1.75437
```